Entry 1:
Here is a cluster of 2 separate species, C2HClN2O in total in a non-equilibrium geometry from OMol25. Energies are from ωB97M-V with the def2-TZVPD basis set.

Results
HOMO (alpha / beta), eV: -10.47 / -10.47
E_LUMO (alpha / beta), Ha: -0.06101 / -0.06095
Kohn-Sham gap (alpha / beta), eV: 8.81 / 8.81
Energy above the lowest of the compared OMol25 structures with the same formula, charge and spin, eV: 5.154
Largest force on an atom, Eh/bohr: 0.0766
DFT total energy, Ha: -721.5641
Total charge: 0

Geometry as XYZ:
```
7
Properties=species:S:1:pos:R:3:nbo_charge:R:1
C 1.610 0.293 0.439 0.068
C -0.771 -0.399 0.061 -0.018
N 2.444 1.023 0.152 -0.289
N -1.437 0.246 -0.715 0.207
O -1.502 1.139 -1.469 -0.256
Cl -1.359 -1.766 0.917 0.074
H 1.014 -0.536 0.616 0.214
```



Entry 2:
Here is a cluster of 2 separate species, C2HClN2O in total in a non-equilibrium geometry from OMol25. Energies are from ωB97M-V with the def2-TZVPD basis set.

Results
HOMO, eV: -10.20
E_LUMO, Ha: -0.02100
Kohn-Sham gap, eV: 9.63
Energy above the lowest of the compared OMol25 structures with the same formula, charge and spin, eV: 4.583
Largest force on an atom, Eh/bohr: 0.0862
DFT total energy, Ha: -721.5851
Total charge: 0

Geometry as XYZ:
```
7
Properties=species:S:1:pos:R:3:nbo_charge:R:1
C 0.455 1.456 -0.128 0.047
C 0.226 -0.981 0.236 -0.043
N -0.427 2.113 -0.515 -0.311
N -0.929 -0.853 -0.068 0.243
O -1.996 -0.589 -0.455 -0.288
Cl 1.319 -2.086 0.879 0.122
H 1.353 0.940 0.052 0.229
```



Entry 3:
Here is a cluster of 2 separate species, C2HClN2O in total in a non-equilibrium geometry from OMol25. Energies are from ωB97M-V with the def2-TZVPD basis set.

Results
HOMO, eV: -10.67
E_LUMO, Ha: -0.00945
Kohn-Sham gap, eV: 10.41
Energy above the lowest of the compared OMol25 structures with the same formula, charge and spin, eV: 3.338
Largest force on an atom, Eh/bohr: 0.0954
DFT total energy, Ha: -721.6309
Total charge: 0

Geometry as XYZ:
```
7
Properties=species:S:1:pos:R:3:nbo_charge:R:1
C -0.027 1.169 0.865 0.187
C -0.070 -0.145 0.779 0.043
N 0.052 2.337 0.907 -0.234
N -0.035 -1.312 0.814 0.313
O 0.006 -2.488 0.906 -0.312
Cl -0.049 -0.388 -2.262 -0.259
H 0.122 0.828 -2.010 0.262
```



Entry 4:
Here is a cluster of 2 separate species, C2HClN2S in total in a non-equilibrium geometry from OMol25. Energies are from ωB97M-V with the def2-TZVPD basis set.

Results
HOMO, eV: -9.18
E_LUMO, Ha: -0.03951
Kohn-Sham gap, eV: 8.10
Energy above the lowest of the compared OMol25 structures with the same formula, charge and spin, eV: 0.289
Largest force on an atom, Eh/bohr: 0.0933
DFT total energy, Ha: -1044.6457
Total charge: 0

Geometry as XYZ:
```
7
Properties=species:S:1:pos:R:3:nbo_charge:R:1
C 0.792 -1.064 1.162 -0.119
C -0.199 -1.528 1.717 -0.343
N -1.987 1.887 0.895 0.000
N -2.984 2.135 1.189 0.001
S -1.551 -2.253 2.256 0.411
Cl -3.153 -1.509 1.118 -0.170
H 1.639 -1.044 0.628 0.221
```